[1]
The following is a quantum chemistry calculation of C5H8O as an isolated structure, from OMol25.

```
14
C5H8O, DFT ωB97M-V with the def2-TZVPD basis set
C 2.04 -0.53 0.74
O 1.55 0.76 1.92
C 0.86 0.02 1.16
C -0.61 0.08 0.92
C -1.01 -0.30 -0.51
C -0.23 0.45 -1.59
H 2.47 -1.35 1.32
H 0.84 0.21 -1.52
H -0.94 1.09 1.18
H -1.08 -0.61 1.64
H -2.08 -0.10 -0.62
H -0.89 -1.38 -0.65
H -0.34 1.53 -1.48
H -0.58 0.17 -2.59
```

Computed properties:
Energy = -7358.30533 eV
Multiplicity = 1
Lowest unoccupied orbital energy = 0.8 eV
Kohn-Sham gap = 9.587 eV
Total charge = 0

Atom charges from the natural (NBO) analysis, given in e for atoms 1 to 5: -0.159, -0.489, 0.415, -0.495, -0.385


[2]
The following is a quantum chemistry calculation of C5H8O2 in the gas phase at a distorted geometry, from OMol25.

```
15
C5H8O2, DFT ωB97M-V with the def2-TZVPD basis set
C 1.67 1.36 -0.81
C 0.20 1.06 -0.54
C -0.02 -0.33 0.07
C -1.48 -0.66 0.31
O -2.40 0.09 0.10
C -1.62 -2.06 1.10
O -0.72 -2.20 1.91
H 2.27 1.33 0.10
H 1.79 2.36 -1.25
H 2.10 0.64 -1.52
H -0.38 1.14 -1.47
H -0.22 1.82 0.14
H 0.40 -1.11 -0.58
H 0.49 -0.44 1.03
H -2.09 -3.01 1.42
```

Computed properties:
Energy = -9407.55945 eV
Multiplicity = 1
Lowest unoccupied orbital energy = 0.1 eV
SMILES = CCCC(=O)C=O
Kohn-Sham gap = 9.514 eV
Total charge = 0

Atom charges from the natural (NBO) analysis, given in e for atoms 1 to 5: -0.603, -0.396, -0.518, 0.546, -0.494